1) Below is a cluster of 2 separate species, C2H5NP2 in total, with properties calculated with ωB97M-V/def2-TZVPD.

Structure (XYZ):
```
10
Properties=species:S:1:pos:R:3:nbo_charge:R:1
N 0.6237 0.4491 -2.1765 -0.303
P 0.5427 -1.3664 1.1336 0.358
H -1.5963 -0.8008 -0.0810 0.281
C -0.4848 -0.6361 -0.1455 -0.642
H 0.3425 1.7414 0.6491 -0.033
P -0.9914 1.7714 0.9636 0.244
C 0.2146 0.0131 -1.1891 0.194
H 1.6607 -0.7481 0.7623 -0.033
H -1.4244 1.9641 -0.3034 -0.038
H 1.1128 -2.3878 0.3870 -0.027
```

Calculated values
LUMO energy (spin up / spin down) (Ha): -0.0625 / -0.0582
Kohn-Sham gap (spin up / spin down) (eV): 7.4 / 7.6
Molar mass (g mol⁻¹): 105.02

***

2) Below is an isolated molecule of C2H5NP2, with properties calculated with ωB97M-V/def2-TZVPD.

Structure (XYZ):
```
10
Properties=species:S:1:pos:R:3:nbo_charge:R:1
C -1.3587 -1.0916 -0.2480 -0.892
H -1.9459 1.5670 0.0442 0.030
H 2.2909 1.7583 0.0241 0.207
H 0.9607 -1.2717 0.5726 -0.079
P -0.9573 0.5508 0.1349 1.278
P 2.2096 -0.6822 0.0268 0.179
N 0.3431 1.3847 -0.1834 -0.931
C 1.5834 0.9432 -0.2008 -0.282
H -2.4018 -1.1732 0.0685 0.226
H -0.7242 -1.9853 -0.2389 0.264
```

Calculated values
LUMO energy (spin up / spin down) (Ha): -0.0432 / -0.0430
Kohn-Sham gap (spin up / spin down) (eV): 6.5 / 6.6
Molar mass (g mol⁻¹): 105.02

***

Relative to the most stable one, in eV, the structures come out at 1) 0.000; 2) 0.066.